(1)
ORCA calculation (the ωB97M-V functional and the def2-TZVPD basis) on a structure of composition C6H17N4Si.

HOMO energy (spin up / spin down)	-0.456 / -0.456	Eh
total charge	+1
energy above the lowest of the compared OMol25 structures with the same formula, charge and spin	410.9	kJ/mol

Positions of all 28 atoms, in Å:
1 C -0.178883 -0.135437 -2.493892
2 C -1.701440 -0.003361 -2.549949
3 C -2.321085 -0.139269 -1.214869
4 C 1.869316 -1.153253 1.837796
5 C 1.780967 1.930185 1.163613
6 C -0.678941 0.409590 2.866039
7 N 0.411357 -0.299117 -3.567230
8 N 0.331037 0.098579 -1.203564
9 N -1.640592 0.055365 -0.099012
10 N -0.316652 -0.064007 -0.043742
11 Si 0.731372 0.306608 1.469138
12 H -1.859770 0.941208 -3.015635
13 H -2.125658 -0.729626 -3.397283
14 H -3.423405 0.061390 -1.233176
15 H 0.038533 -2.652137 -1.826445
16 H 2.355353 -0.973504 2.798327
17 H 1.242915 -2.068499 2.062050
18 H 2.487579 -1.229708 0.997013
19 H 2.458380 1.566872 0.303009
20 H 1.143734 2.749926 1.054071
21 H 2.509168 2.016749 2.031368
22 H -1.381778 -0.546347 2.987204
23 H -0.178483 0.569701 3.821815
24 H -1.442620 1.195406 2.559522
25 H 1.391748 -0.318478 -3.575857
26 H 1.151392 0.654784 -1.126965
27 H -2.155630 -0.055009 0.785048
28 H -0.497914 -2.188611 -1.388395

Cartesian forces (eV/Å) of the 2 atoms listed first:
C -1.743 0.251 1.044
C 0.686 -2.893 -1.533

(2)
ORCA calculation (the ωB97M-V functional and the def2-TZVPD basis) on a structure of composition C55H58BN15O3PRbSSi.

HOMO energy	-0.066	Eh
total charge	-2

Positions of all 136 atoms, in Å:
1 Rb 0.120104 0.752503 -0.620150
2 C -3.895112 -1.658959 1.285735
3 N -3.443784 -1.921155 -0.051994
4 C -4.127037 -1.183266 -1.099519
5 C -3.659050 -1.704548 -2.410450
6 N -2.441741 -1.638546 -2.838866
7 C -2.425269 -2.274922 -4.048831
8 C -1.377329 -2.515727 -4.927561
9 C -1.664629 -3.201804 -6.090622
10 C -2.956825 -3.636558 -6.393296
11 C -4.013167 -3.412121 -5.530057
12 C -3.730600 -2.735089 -4.356884
13 N -4.501579 -2.353538 -3.287350
14 C -4.003532 -0.217803 1.686331
15 N -3.451053 0.796750 1.104773
16 C -3.887752 1.912899 1.773702
17 C -3.604138 3.255972 1.564871
18 C -4.226333 4.169437 2.392478
19 C -5.118092 3.779074 3.390274
20 C -5.401471 2.446873 3.624970
21 C -4.769277 1.522253 2.811441
22 N -4.826011 0.150590 2.733642
23 H -3.214561 -2.174626 1.973875
24 H -4.901451 -2.101937 1.403708
25 H -2.440065 -1.787492 -0.147771
26 H -3.929012 -0.101583 -1.048103
27 H -5.206840 -1.354277 -0.993734
28 H -0.384236 -2.182843 -4.679160
29 H -0.875873 -3.407648 -6.801431
30 H -3.139601 -4.161016 -7.323399
31 H -5.014636 -3.754008 -5.759183
32 H -5.475955 -2.561063 -3.147411
33 H -2.899130 3.564595 0.810438
34 H -4.016750 5.220836 2.264622
35 H -5.592224 4.539476 3.995690
36 H -6.088741 2.143578 4.403215
37 H -5.327990 -0.473859 3.343264
38 C 3.612199 3.628557 -2.848432
39 C 3.243954 2.657274 -1.913815
40 N 2.363607 1.824135 -2.432570
41 N 2.130537 2.222986 -3.675433
42 C 2.866470 3.308681 -3.960510
43 B 1.236977 1.476030 -4.681141
44 N -0.255902 1.722189 -4.424175
45 C -1.083092 2.337594 -5.287136
46 C -2.339529 2.378215 -4.723959
47 C -2.165913 1.752478 -3.485306
48 N -0.913952 1.367364 -3.331910
49 N 1.604115 -0.007333 -4.602825
50 C 2.346664 -0.672380 -5.507395
51 C 2.626837 -1.921537 -4.997136
52 C 1.997077 -1.919084 -3.744574
53 N 1.395437 -0.764262 -3.533878
54 H 4.301024 4.444178 -2.730806
55 H 3.601796 2.530640 -0.906112
56 H 2.824384 3.775187 -4.926164
57 H 1.488834 1.874556 -5.785965
58 H -0.740775 2.713092 -6.232741
59 H -3.237191 2.796140 -5.141866
60 H -2.902344 1.565199 -2.723439
61 H 2.618129 -0.227391 -6.445876
62 H 3.216803 -2.698017 -5.447288
63 H 1.957787 -2.694955 -3.004759
64 O -1.418925 4.936524 -0.093137
65 S -0.253404 4.093805 0.130109
66 O 0.645628 3.978235 -0.987058
67 O -0.604505 2.828924 0.795249
68 C 0.701753 4.951522 1.421775
69 C 0.754180 6.328811 1.533673
70 C 1.428219 6.912669 2.593656
71 C 1.985608 6.111697 3.579438
72 C 1.955582 4.737515 3.446916
73 C 1.359653 4.147319 2.332626
74 P 1.467466 2.321989 2.075577
75 C 0.639400 2.006721 3.690974
76 C 1.242293 1.526973 4.847224
77 C 0.500522 1.363971 6.007137
78 C -0.848572 1.674654 6.034688
79 C -1.456411 2.153966 4.883648
80 C -0.719055 2.317526 3.727994
81 C 3.262076 2.184609 2.523290
82 C 3.763250 0.940986 2.907505
83 C 5.121188 0.724808 3.059169
84 C 6.024864 1.737242 2.778988
85 C 5.549916 2.955072 2.318960
86 C 4.189604 3.172563 2.188464
87 H 0.260062 6.929139 0.785002
88 H 1.509861 7.988361 2.663846
89 H 2.449602 6.563275 4.446827
90 H 2.407551 4.109268 4.202795
91 H 2.295003 1.279204 4.858420
92 H 0.983739 0.997669 6.905005
93 H -1.425043 1.552993 6.945487
94 H -2.508155 2.409401 4.892927
95 H -1.172591 2.678024 2.818588
96 H 3.073746 0.125197 3.065043
97 H 5.473736 -0.251428 3.363527
98 H 7.089499 1.566325 2.879754
99 H 6.246587 3.735681 2.039275
100 H 3.845499 4.120562 1.800813
101 C 3.787574 -0.610893 -0.385645
102 C 3.392781 -2.047808 -0.188556
103 C 4.378333 -3.024194 -0.092147
104 C 3.974907 -4.344770 0.098265
105 C 2.639980 -4.630878 0.160143
106 C 1.672826 -3.590785 0.006152
107 N 2.098462 -2.312484 -0.124645
108 N 0.363524 -3.807774 -0.001919
109 Si -0.452494 -5.225837 -0.356560
110 C -0.550342 -6.615776 1.006023
111 C 0.195302 -6.201654 -1.892128
112 C -2.285495 -4.859473 -0.729264
113 H 4.860011 -0.527310 -0.568456
114 H 3.548511 -0.021682 0.501096
115 H 3.232738 -0.198941 -1.227555
116 H 5.427179 -2.767668 -0.171141
117 H 4.718419 -5.134545 0.189477
118 H 2.287328 -5.640494 0.311992
119 H 0.436422 -6.994580 1.262081
120 H -1.155296 -7.466482 0.696909
121 H -0.985794 -6.224165 1.922548
122 H 1.252575 -6.424289 -1.776147
123 H 0.101677 -5.576094 -2.774834
124 H -0.320771 -7.139224 -2.090920
125 H -2.737678 -4.270578 0.057409
126 H -2.867057 -5.771609 -0.843274
127 H -2.377324 -4.289610 -1.645051
128 N -0.145442 -2.270084 4.354949
129 C 1.060568 -2.655973 3.831222
130 C 1.326372 -1.774696 2.826790
131 N 0.319812 -0.866922 2.730043
132 C -0.547487 -1.186234 3.642577
133 H -0.639088 -2.729271 5.100546
134 H 1.596803 -3.504236 4.203861
135 H 2.146760 -1.758086 2.141292
136 H -1.457212 -0.656658 3.848655

Cartesian forces (eV/Å) of the 2 atoms listed first:
Rb 0.355 -1.088 -0.706
C -0.043 -0.135 -0.018

(3)
ORCA calculation (the ωB97M-V functional and the def2-TZVPD basis) on a cluster of 2 separate species, C4H8O2 in total.

HOMO energy (spin up / spin down)	-0.299 / -0.301	Eh
energy above the lowest of the compared OMol25 structures with the same formula, charge and spin	486.7	kJ/mol

Positions of all 14 atoms, in Å:
1 C -1.989891 0.085533 -0.384676
2 O -1.381030 0.009712 0.762741
3 C -0.432541 -0.891675 0.981046
4 C 0.901864 -0.123723 -0.560546
5 O 1.659606 -0.979407 -0.986476
6 C 1.412207 1.155473 0.079093
7 H -2.645660 0.939143 -0.490662
8 H -0.168370 -0.022403 -0.986906
9 H -2.119108 -0.820614 -0.970863
10 H -0.017755 -0.827329 1.980714
11 H -0.543094 -1.862001 0.503247
12 H 2.172211 0.898944 0.825421
13 H 0.601882 1.722011 0.551648
14 H 1.887581 1.784868 -0.685716

Cartesian forces (eV/Å) of the 2 atoms listed first:
C -0.207 -0.023 -0.015
O 0.030 -0.003 0.023

(4)
ORCA calculation (the ωB97M-V functional and the def2-TZVPD basis) on a cluster of 2 separate species, C6H7O4 in total.

HOMO energy (spin up / spin down)	-0.197 / -0.335	Eh
2S+1	4
energy above the lowest of the compared OMol25 structures with the same formula, charge and spin	76.6	kJ/mol

Positions of all 17 atoms, in Å:
1 O 1.237130 3.194770 0.672540
2 O 2.582637 3.123166 0.854005
3 H 0.888837 2.321794 0.595663
4 C -0.348612 -0.408636 0.893773
5 C -1.519939 0.245154 0.473449
6 C -2.070366 -0.253303 -0.731647
7 C -1.238111 -1.034255 -1.552653
8 C 0.169226 -1.215694 -1.343172
9 C 0.590856 -0.783768 -0.109341
10 O 1.902766 -0.998055 0.425307
11 O 0.167433 -0.071915 2.120401
12 H -1.935041 1.081601 1.098458
13 H -3.147467 -0.114461 -0.902884
14 H -1.709096 -1.512039 -2.427540
15 H 0.892239 -1.773783 -1.927782
16 H 2.452375 -1.459630 -0.266905
17 H 1.085127 -0.340946 2.128321

Cartesian forces (eV/Å) of the 2 atoms listed first:
O 2.080 2.057 0.339
O -2.000 -0.316 -0.278

Listing E_tot for the structures above in their given order: -746.960607; -4255.994468; -307.527073; -533.478810 a.u..
Listing strongest force on any atom for the structures above in their given order: 4.4; 1.6; 0.4; 4.5 eV Å⁻¹.